Record 1
This record from OMol25 describes C2H6N4S as an isolated structure. The level of theory is ωB97M-V with the def2-TZVPD basis set.

```
13
Properties=species:S:1:pos:R:3:mulliken_charge:R:1
C -1.0395 -0.2180 -0.1144 -1.048
C -0.1014 0.9438 0.1068 -0.275
N 3.3134 -1.7690 0.0728 -0.625
N 1.1181 0.4358 0.5358 -0.068
N 1.9334 -0.0628 -0.2759 -0.323
N 3.1150 -0.5182 0.0584 0.573
S 4.1187 0.7796 -0.0551 -0.214
H -0.4828 -0.7410 -0.8171 0.363
H -1.2176 -0.6178 0.8679 0.330
H -1.9430 0.2332 -0.7321 0.267
H -0.5793 1.6724 0.6443 0.411
H 0.1021 1.5062 -0.8795 0.313
H 4.3572 -1.9334 -0.0724 0.296
```

Calculated values
- Maximum force: 7.6 eV/A
- Highest occupied orbital energy (alpha / beta): -0.331 / -0.331 Ha
- Energy relative to the best compared isomer or geometry (same formula, charge and spin): 549.47 kJ/mol
- Kohn-Sham gap (alpha / beta): 8.2733 / 8.2728 eV
- Energy: -18961.3504 eV

***

Record 2
This record from OMol25 describes one molecule with the formula C6H2. The level of theory is ωB97M-V with the def2-TZVPD basis set.

```
8
Properties=species:S:1:pos:R:3:mulliken_charge:R:1
C 2.6129 0.2920 0.0087 -0.490
C 1.8772 -0.7231 0.0110 0.147
C -0.1560 1.7962 -0.0095 -0.354
C 0.6111 -1.0481 -0.0014 0.246
C -0.8910 0.7250 0.0015 -0.042
C -0.6532 -0.7083 -0.0206 -0.208
H -1.9273 1.0718 0.0562 0.309
H -1.4738 -1.4054 -0.0458 0.393
```

Calculated values
- Maximum force: 3.0 eV/A
- Highest occupied orbital energy: -0.348 Ha
- Energy relative to the best compared isomer or geometry (same formula, charge and spin): 460.27 kJ/mol
- Kohn-Sham gap: 7.4342 eV
- Energy: -6243.9825 eV

***

Record 3
This record from OMol25 describes one molecule with the formula C5H9N. The level of theory is ωB97M-V with the def2-TZVPD basis set.

```
15
Properties=species:S:1:pos:R:3:mulliken_charge:R:1
C 0.8691 1.5409 -2.1131 -0.877
N 0.7936 0.2059 -1.4029 -0.307
C 0.3229 0.3759 -0.1168 -0.006
C -0.2801 -0.6788 0.4346 -0.259
C -0.3932 -0.8599 1.8223 -0.039
C -1.2960 -1.5735 2.5109 -0.791
H 1.8536 2.0452 -2.1044 0.252
H 0.6967 1.5336 -3.1908 0.344
H 0.0342 2.2241 -1.7800 0.287
H 0.4013 -0.4814 -1.9473 0.266
H 0.4867 1.3289 0.4203 0.330
H -0.6131 -1.5453 -0.2901 0.125
H 0.4615 -0.1732 2.2077 0.195
H -1.2470 -1.6781 3.5865 0.287
H -2.0903 -2.2644 1.9631 0.192
```

Calculated values
- SMILES string: C=C/C=C/NC
- Maximum force: 5.7 eV/A
- Highest occupied orbital energy: -0.276 Ha
- Energy relative to the best compared isomer or geometry (same formula, charge and spin): 253.15 kJ/mol
- Kohn-Sham gap: 8.5800 eV
- Energy: -6818.3712 eV

***

Record 4
This record from OMol25 describes a 2-piece molecular cluster, C2H3O3S overall. The level of theory is ωB97M-V with the def2-TZVPD basis set.

```
9
Properties=species:S:1:pos:R:3:mulliken_charge:R:1
C -1.0952 0.3126 0.7260 -0.229
C 0.2238 0.0004 0.3510 -0.281
O 0.9073 0.4249 -2.2581 -0.586
O 1.6694 -1.7290 -1.2722 -0.534
O -0.3449 -0.8591 1.2691 -0.326
S 0.6149 -0.7684 -1.3975 0.464
H -1.5282 1.0485 1.4622 0.227
H -1.7667 0.0444 -0.0588 0.162
H 1.3196 1.5256 1.1783 0.104
```

Calculated values
- Total charge: -1
- Maximum force: 4.2 eV/A
- Highest occupied orbital energy (alpha / beta): -0.123 / -0.123 Ha
- Energy relative to the best compared isomer or geometry (same formula, charge and spin): 599.48 kJ/mol
- Kohn-Sham gap (alpha / beta): 7.1098 / 7.0974 eV
- Energy: -19096.0390 eV

***

Record 5
This record from OMol25 describes an isolated ion of composition CHN2O3P and charge -2. The level of theory is ωB97M-V with the def2-TZVPD basis set.

```
8
Properties=species:S:1:pos:R:3:mulliken_charge:R:1
C 0.1021 0.1594 -0.8172 0.118
N -0.7353 1.3257 -1.1527 -0.316
N 0.5577 1.4805 -1.2093 -0.436
O 1.4735 -0.7133 1.3996 -0.810
O -0.6965 0.5980 1.7678 -0.829
O -0.7118 -1.7954 0.6541 -0.863
P 0.0526 -0.4961 0.9775 0.802
H -0.0423 -0.5587 -1.6197 0.333
```

Calculated values
- Total charge: -2
- SMILES string: O=P([O-])([O-])C1N=N1
- Maximum force: 4.6 eV/A
- Highest occupied orbital energy: 0.034 Ha
- Energy relative to the best compared isomer or geometry (same formula, charge and spin): 321.33 kJ/mol
- Kohn-Sham gap: 6.9140 eV
- Energy: -19463.3404 eV

***

Record 6
This record from OMol25 describes C14H11BrClMnN2O6Se2Te2 as an isolated structure. The level of theory is ωB97M-V with the def2-TZVPD basis set.

```
40
Properties=species:S:1:pos:R:3:mulliken_charge:R:1
Mn -2.8061 -0.5788 1.8827 0.448
C -0.3941 0.8045 4.5341 -0.404
O -0.3965 0.4201 3.1701 0.099
C 0.7153 0.6247 2.4300 0.617
C 1.9105 1.1297 2.9020 -0.545
C 2.9713 1.2724 2.0120 -0.332
Br 4.6143 1.9495 2.6603 -0.214
C 2.8470 0.9490 0.6858 -1.009
C 1.6271 0.4513 0.2061 0.868
C 0.5793 0.2687 1.0891 0.125
O -0.6480 -0.2645 0.7483 -0.577
C 1.5332 0.1618 -1.2414 0.148
N 2.5295 -0.2587 -1.9685 -0.755
C 2.0096 -0.3656 -3.2553 0.466
C 2.6330 -0.7619 -4.4406 -0.694
C 1.8737 -0.7816 -5.5938 -0.496
C 0.5138 -0.4170 -5.5841 -0.510
C -0.1189 -0.0238 -4.4221 -0.909
C 0.6614 -0.0102 -3.2680 0.691
N 0.3778 0.3251 -1.9587 -0.032
H -0.1870 1.8713 4.6384 0.408
H 0.3363 0.2235 5.1004 0.398
H -1.3948 0.5962 4.8995 -0.446
H 2.0343 1.4049 3.9382 0.513
H 3.6638 1.0686 -0.0102 0.572
H -0.6057 -0.7154 -0.1116 0.472
H 3.6784 -1.0440 -4.4407 0.432
H 2.3283 -1.0860 -6.5287 0.378
H -0.0487 -0.4492 -6.5093 0.378
H -1.1672 0.2485 -4.4101 0.381
H -0.5055 0.6803 -1.6342 0.266
Se -2.8181 -2.0986 3.5886 -0.136
Te -3.5703 -1.2835 5.8353 0.045
Te -4.6497 1.0058 5.0974 0.111
Se -3.5860 1.3511 2.8685 -0.193
O -4.4867 -1.8815 -1.2463 -0.599
Cl -3.3266 -1.3523 -0.6373 1.857
O -2.2514 -1.2045 -1.5763 -0.581
O -2.8730 -2.1898 0.5161 -0.609
O -3.6032 -0.0402 0.0343 -0.633
```

Calculated values
- Maximum force: 1.2 eV/A
- 2S+1: 5
- Highest occupied orbital energy (alpha / beta): -0.296 / -0.310 Ha
- Energy relative to the best compared isomer or geometry (same formula, charge and spin): 121.61 kJ/mol
- Kohn-Sham gap (alpha / beta): 6.6541 / 5.4030 eV
- Energy: -289119.6237 eV

***

Record 7
This record from OMol25 describes C29H52CsN5O4SSi as an isolated structure. The level of theory is ωB97M-V with the def2-TZVPD basis set.

```
93
Properties=species:S:1:pos:R:3:mulliken_charge:R:1
Cs -13.1052 -11.2662 -14.1152 1.073
C -16.5818 -11.3693 -13.0527 -1.408
C -16.9145 -12.3418 -14.1808 1.632
C -16.6028 -13.7213 -13.6678 -1.477
C -18.3465 -12.1593 -14.6477 -1.609
O -15.9369 -12.0614 -15.2318 0.019
Si -16.1080 -12.1523 -16.8501 -0.398
S -14.1401 -11.6407 -17.4918 -0.615
O -16.6689 -13.6024 -17.3072 0.005
C -16.3806 -14.5656 -18.3857 1.705
C -15.5248 -13.9267 -19.4845 -1.438
C -15.8090 -15.7478 -17.6481 -1.625
C -17.7471 -14.9059 -18.9770 -1.580
O -17.2756 -11.1613 -17.4144 -0.401
C -17.2713 -9.8287 -17.9354 1.643
C -16.6951 -9.8368 -19.3506 -1.513
C -16.5572 -8.9791 -16.9040 -1.314
C -18.7542 -9.4222 -18.0613 -1.702
H -17.3412 -11.4301 -12.2573 0.430
H -16.5217 -10.3270 -13.3697 0.297
H -15.6259 -11.5801 -12.5510 0.119
H -17.2589 -13.9381 -12.8244 0.431
H -15.5815 -13.7706 -13.2682 0.246
H -16.7339 -14.4677 -14.4551 0.202
H -18.9429 -12.2111 -13.7299 0.556
H -18.6876 -12.9578 -15.2833 0.315
H -18.5716 -11.2116 -15.1359 0.221
H -14.5717 -13.5474 -19.1016 0.202
H -16.0535 -13.0535 -19.8876 0.281
H -15.3618 -14.6062 -20.3147 0.484
H -14.8746 -15.4851 -17.1348 0.256
H -15.5800 -16.5687 -18.3481 0.401
H -16.5480 -16.1482 -16.9696 0.350
H -18.2710 -14.0050 -19.2931 0.310
H -18.3301 -15.4242 -18.2108 0.334
H -17.6778 -15.5234 -19.8873 0.382
H -15.6626 -10.1970 -19.3051 0.183
H -16.7729 -8.8175 -19.7739 0.475
H -17.3320 -10.5021 -19.9779 0.319
H -15.5189 -9.3071 -16.7886 0.243
H -17.0560 -8.9762 -15.9328 0.229
H -16.5899 -7.9554 -17.2125 0.554
H -19.2470 -10.0408 -18.7998 0.399
H -18.8574 -8.3978 -18.3933 0.418
H -19.2561 -9.4984 -17.0973 0.350
C -9.4031 -12.7453 -23.2361 -1.349
C -8.5255 -12.2945 -22.1071 0.785
C -7.2706 -12.9089 -21.9268 -0.508
C -6.4255 -12.5463 -20.9155 -0.816
C -6.8190 -11.5838 -19.9618 0.362
N -5.9483 -11.1634 -18.9810 -0.073
C -6.2211 -10.7228 -17.6829 0.286
O -5.3508 -10.1774 -17.0088 -0.691
N -7.4936 -10.9527 -17.2512 -0.061
C -8.0091 -10.6170 -16.0107 0.549
C -7.3498 -9.8835 -15.0309 -0.255
C -8.0273 -9.5351 -13.8564 -0.734
C -9.3481 -9.9540 -13.6900 -0.414
N -9.9670 -10.6930 -14.6249 -0.200
C -9.3320 -11.0386 -15.7252 -0.698
C -8.0717 -10.9598 -20.1433 -0.182
C -8.8994 -11.3002 -21.2015 -0.743
H -8.7841 -13.3005 -23.9488 0.343
H -9.8248 -11.8778 -23.7419 0.341
H -10.2121 -13.4323 -22.9772 0.279
H -6.9208 -13.6705 -22.6340 0.264
H -5.4510 -13.0417 -20.8134 0.366
H -4.9863 -11.0652 -19.2651 0.287
H -8.1353 -11.4269 -17.8773 0.237
H -6.3079 -9.5876 -15.2035 0.505
H -7.5866 -8.9745 -13.0663 0.401
H -9.9161 -9.6740 -12.8265 0.448
H -9.9241 -11.6744 -16.4079 0.382
H -8.3547 -10.0785 -19.5548 0.497
H -9.7665 -10.6986 -21.3920 0.402
C -10.0401 -11.9511 -9.4110 -1.648
C -11.5598 -11.6323 -9.4429 1.390
C -12.3559 -12.7710 -8.7839 -1.501
C -11.8389 -10.3360 -8.7279 -1.749
N -11.9438 -11.4805 -10.8437 -0.222
N -13.3621 -11.1422 -10.9861 -0.384
H -9.6921 -11.8855 -8.3601 0.402
H -9.4472 -11.2864 -10.0306 0.351
H -9.8604 -12.9460 -9.8157 0.376
H -12.0241 -12.8765 -7.7300 0.391
H -12.2713 -13.7108 -9.3376 0.346
H -13.4361 -12.5440 -8.7416 0.437
H -11.2214 -10.2273 -7.8189 0.421
H -12.8694 -10.1942 -8.4179 0.356
H -11.6076 -9.4635 -9.3639 0.362
H -11.7917 -12.3500 -11.3563 0.286
H -13.4121 -10.1357 -10.8961 0.233
H -13.8871 -11.5598 -10.2299 0.158
```

Calculated values
- Maximum force: 3.3 eV/A
- Highest occupied orbital energy: -0.234 Ha
- Kohn-Sham gap: 6.1205 eV
- Energy: -65824.0270 eV